1.
{
  "formula": "C35H35MoN5O6Si",
  "method": "ωB97M-V/def2-TZVPD",
  "lumo_ha": [-0.0288, -0.0538],
  "homo_lumo_gap_ev": [6.7, 6.5],
  "max_force_ev_per_a": 1.27,
  "s_squared": 2.03,
  "spin_multiplicity": 3,
  "energy_ha": -2437.70822,
  "charge": 0,
  "species": ["Mo", "O", "C", "C", "C", "C", "C", "C", "C", "O", "N", "N", "C", "C", "C", "C", "C", "C", "N", "H", "H", "H", "H", "H", "H", "H", "H", "H", "H", "O", "C", "C", "C", "C", "C", "C", "C", "O", "N", "N", "C", "C", "C", "C", "C", "C", "C", "O", "H", "H", "H", "H", "H", "H", "H", "H", "H", "H", "C", "Si", "C", "C", "C", "C", "H", "H", "H", "H", "H", "H", "H", "H", "H", "C", "C", "C", "O", "H", "H", "H", "H", "H", "H"],
  "xyz": [[-0.4047, 0.3088, -0.1566], [-2.5030, 4.4312, -2.9729], [-1.2291, 4.8253, -2.7928], [-0.7868, 5.9101, -3.5515], [0.5117, 6.3606, -3.4371], [1.4093, 5.7408, -2.5677], [0.9770, 4.6702, -1.8158], [-0.3369, 4.1986, -1.9039], [-0.7020, 3.0324, -1.0805], [0.1695, 2.4545, -0.3523], [-1.9823, 2.6394, -1.1391], [-2.1368, 1.5051, -0.4016], [-3.2678, 1.2226, 0.1203], [-3.2168, 0.1859, 1.1497], [-4.3108, -0.2423, 1.8740], [-4.0997, -1.0961, 2.9466], [-2.8074, -1.4803, 3.2549], [-1.7613, -1.0275, 2.4634], [-1.9651, -0.2189, 1.4297], [-2.6705, 3.6845, -2.3513], [-1.4898, 6.3761, -4.2293], [0.8329, 7.2063, -4.0328], [2.4301, 6.0892, -2.4904], [1.6472, 4.1581, -1.1384], [-4.1502, 1.8100, -0.1075], [-5.2996, 0.1038, 1.6054], [-4.9337, -1.4415, 3.5432], [-2.5968, -2.1219, 4.0989], [-0.7386, -1.3193, 2.6426], [2.5787, -0.5057, -4.8601], [1.5604, 0.3015, -5.2123], [1.5201, 0.7581, -6.5301], [0.5118, 1.6039, -6.9451], [-0.4932, 2.0063, -6.0662], [-0.4683, 1.5426, -4.7678], [0.5505, 0.6957, -4.3213], [0.5543, 0.2997, -2.9040], [-0.4377, 0.6625, -2.1721], [1.5932, -0.3169, -2.4119], [1.4932, -0.3783, -1.0186], [2.4599, -0.9838, -0.4422], [2.6962, -1.0039, 0.9882], [3.8709, -1.5662, 1.4850], [4.1548, -1.5310, 2.8367], [3.2528, -0.9144, 3.7020], [2.0818, -0.3506, 3.2296], [1.7927, -0.4066, 1.8679], [0.6433, 0.0896, 1.4254], [2.5219, -0.6482, -3.8877], [2.3031, 0.4359, -7.2037], [0.5096, 1.9629, -7.9671], [-1.2793, 2.6736, -6.3920], [-1.2393, 1.8291, -4.0642], [3.1980, -1.4511, -1.0909], [4.5652, -2.0241, 0.7892], [5.0680, -1.9660, 3.2181], [3.4699, -0.8746, 4.7624], [1.3779, 0.1339, 3.8936], [-3.2003, -4.5977, -2.7097], [-1.6197, -3.6402, -2.9650], [-1.6562, -2.7623, -4.5993], [-0.1483, -4.7770, -2.8447], [-1.4318, -2.3814, -1.6597], [-1.1471, -1.4817, -0.8834], [-3.4948, -5.1052, -3.6322], [-4.0132, -3.9285, -2.4192], [-3.0933, -5.3568, -1.9310], [-1.7918, -3.4587, -5.4310], [-0.7268, -2.2095, -4.7626], [-2.4755, -2.0395, -4.6213], [-0.2905, -5.6985, -3.4153], [0.0332, -5.0447, -1.8004], [0.7481, -4.2777, -3.2204], [-1.8091, -4.3881, 1.1364], [-0.3747, -4.1562, 1.5391], [0.3677, -5.3483, 2.0983], [0.1730, -3.0828, 1.4221], [-2.3611, -4.8360, 1.9673], [-1.8332, -5.1020, 0.3089], [-2.2740, -3.4647, 0.8076], [0.2226, -6.2263, 1.4660], [-0.0358, -5.5912, 3.0849], [1.4266, -5.1202, 2.1887]],
  "mulliken_spin": [1.78, 0.00, 0.00, 0.00, 0.00, 0.00, 0.01, 0.01, 0.01, 0.01, -0.02, -0.05, 0.11, 0.02, 0.01, 0.01, 0.01, 0.03, -0.06, 0.00, 0.00, 0.00, 0.00, 0.00, 0.00, 0.00, 0.00, 0.00, 0.01, 0.00, 0.00, 0.00, 0.00, 0.00, 0.00, 0.00, -0.01, -0.01, 0.02, -0.03, 0.06, -0.01, 0.00, 0.01, 0.00, 0.00, 0.03, 0.07, 0.00, 0.00, 0.00, 0.00, 0.00, 0.00, 0.00, 0.00, 0.00, 0.00, 0.01, 0.00, 0.01, 0.01, 0.17, -0.21, 0.00, 0.00, 0.00, 0.00, 0.00, 0.00, 0.00, 0.00, 0.00, 0.01, 0.00, 0.00, 0.00, 0.00, 0.00, 0.00, 0.00, 0.00, 0.00]
}



2.
{
  "formula": "C6H11Cl2N2",
  "method": "ωB97M-V/def2-TZVPD",
  "lumo_ha": [-0.1715, -0.1539],
  "homo_lumo_gap_ev": [6.2, 7.9],
  "max_force_ev_per_a": 2.15,
  "energy_ha": -1264.72891,
  "charge": 1,
  "species": ["C", "C", "C", "C", "C", "C", "N", "N", "Cl", "Cl", "H", "H", "H", "H", "H", "H", "H", "H", "H", "H", "H"],
  "xyz": [[-1.5051, -1.2947, -0.0324], [0.7571, -1.4012, -0.9342], [0.6745, 1.2327, -0.7192], [-0.2529, -1.8984, 0.0944], [-0.4140, 1.3981, 0.2443], [-0.1623, 1.7595, 1.6725], [-2.6322, -0.9742, -0.2349], [1.4317, -0.1287, -0.5426], [-0.3794, -3.8057, -0.2270], [-1.9560, 1.8445, -0.3907], [1.5217, -2.1718, -1.0449], [0.2629, -1.2579, -1.8961], [0.3139, 1.2544, -1.7457], [1.4829, 1.9625, -0.5958], [0.1107, -1.8694, 1.1206], [0.8491, 1.4894, 1.9685], [-0.8654, 1.2529, 2.3331], [-0.2805, 2.8317, 1.8512], [-2.9448, 0.0223, -0.2759], [1.6937, -0.1906, 0.4484], [2.2945, -0.0553, -1.0935]],
  "nbo_charge": [0.42, -0.24, -0.28, -0.32, -0.13, -0.68, -0.48, -0.51, -0.10, 0.07, 0.26, 0.25, 0.25, 0.22, 0.28, 0.21, 0.25, 0.25, 0.41, 0.43, 0.44]
}



3.
{
  "formula": "C29H74N5O11",
  "method": "ωB97M-V/def2-TZVPD",
  "lumo_ha": -0.1042,
  "homo_lumo_gap_ev": 8.5,
  "max_force_ev_per_a": 0.50,
  "energy_ha": -2250.45001,
  "charge": 1,
  "species": ["N", "C", "N", "C", "N", "C", "C", "C", "C", "N", "C", "N", "H", "H", "H", "H", "H", "H", "H", "H", "C", "C", "O", "H", "H", "H", "H", "H", "H", "C", "C", "O", "H", "H", "H", "H", "H", "H", "C", "C", "O", "H", "H", "H", "H", "H", "H", "C", "C", "O", "H", "H", "H", "H", "H", "H", "C", "C", "O", "H", "H", "H", "H", "H", "H", "C", "C", "O", "H", "H", "H", "H", "H", "H", "C", "C", "O", "H", "H", "H", "H", "H", "H", "C", "C", "O", "H", "H", "H", "H", "H", "H", "C", "C", "O", "H", "H", "H", "H", "H", "H", "C", "C", "O", "H", "H", "H", "H", "H", "H", "C", "C", "O", "H", "H", "H", "H", "H", "H"],
  "xyz": [[2.4344, 3.4792, -2.4776], [2.3371, 2.2772, -1.9335], [1.2757, 1.4439, -1.9164], [1.6871, 0.3764, -1.2539], [2.9575, 0.4707, -0.8570], [3.8269, -0.4276, -0.1729], [4.2488, -1.6014, -0.7801], [5.1144, -2.4014, -0.0502], [5.5085, -1.9839, 1.2156], [5.1059, -0.8449, 1.7806], [4.2720, -0.0843, 1.0934], [3.3795, 1.7094, -1.2801], [3.2839, 4.0095, -2.3180], [1.6871, 3.9159, -2.9890], [1.0902, -0.5001, -1.0399], [3.9305, -1.8578, -1.7865], [5.4818, -3.3277, -0.4725], [6.1879, -2.5975, 1.7979], [3.9540, 0.8546, 1.5415], [4.3245, 2.0308, -1.1030], [0.5301, -2.4391, 2.5962], [0.4745, -1.0397, 3.1800], [1.6966, -0.6872, 3.8326], [0.7385, -3.1718, 3.3761], [-0.4148, -2.7005, 2.1182], [1.3288, -2.5195, 1.8500], [-0.3147, -0.9690, 3.9249], [0.2512, -0.3088, 2.3937], [2.3951, -0.7394, 3.1732], [6.9773, 5.1474, -0.6752], [6.4112, 4.8414, -2.0444], [5.0288, 5.2049, -2.1500], [6.4004, 4.6268, 0.0897], [8.0142, 4.8189, -0.6104], [6.9460, 6.2164, -0.4553], [6.4480, 3.7677, -2.2288], [6.9797, 5.3397, -2.8326], [4.9409, 6.1544, -2.0180], [2.2801, -0.0329, -5.2759], [3.4676, -0.1796, -4.3515], [3.8076, -1.5334, -4.0611], [1.4112, -0.5366, -4.8524], [2.0277, 1.0175, -5.4224], [2.4765, -0.4755, -6.2541], [3.2152, 0.2583, -3.3864], [4.3421, 0.3453, -4.7503], [4.0433, -1.9726, -4.8850], [-2.9446, -0.3920, -3.8613], [-1.7733, -0.3906, -4.8211], [-1.0388, 0.8350, -4.7898], [-3.6210, 0.4327, -4.0877], [-3.5000, -1.3285, -3.9270], [-2.6000, -0.2629, -2.8301], [-2.1170, -0.5025, -5.8478], [-1.1011, -1.2287, -4.5980], [-0.7160, 0.9587, -3.8905], [-4.6276, -5.7391, -4.3965], [-4.0157, -4.3976, -4.0387], [-4.8552, -3.3097, -4.4015], [-4.8384, -5.7855, -5.4646], [-3.9561, -6.5579, -4.1330], [-5.5721, -5.8843, -3.8691], [-3.0804, -4.2484, -4.5797], [-3.7948, -4.3609, -2.9645], [-5.7008, -3.4191, -3.9507], [8.7871, 2.0715, 1.7818], [7.2946, 1.9304, 1.5711], [6.9609, 1.8022, 0.1762], [9.1711, 2.9348, 1.2377], [9.0185, 2.1944, 2.8395], [9.3152, 1.1870, 1.4185], [6.7712, 2.8208, 1.9184], [6.9066, 1.0702, 2.1226], [7.4022, 1.0154, -0.1615], [-4.0459, -1.1775, 5.9343], [-3.3805, -0.1268, 5.0665], [-2.7634, -0.7251, 3.9163], [-3.3184, -1.9228, 6.2599], [-4.5001, -0.7248, 6.8166], [-4.8302, -1.6957, 5.3768], [-2.5889, 0.3737, 5.6246], [-4.1013, 0.6237, 4.7387], [-3.4636, -1.1621, 3.4215], [-9.8764, -5.1936, -4.7453], [-8.8334, -4.3464, -4.0441], [-7.7239, -4.0431, -4.8907], [-9.4328, -6.1231, -5.1025], [-10.7003, -5.4346, -4.0730], [-10.2862, -4.6650, -5.6089], [-8.4166, -4.8816, -3.1910], [-9.2825, -3.4191, -3.6733], [-8.0552, -3.5555, -5.6516], [0.1226, -0.3365, 7.4758], [0.5662, -1.7530, 7.7810], [-0.1575, -2.7114, 7.0132], [-0.9446, -0.2228, 7.6728], [0.6685, 0.3911, 8.0778], [0.2922, -0.1087, 6.4198], [0.3822, -2.0032, 8.8247], [1.6393, -1.8630, 7.5909], [0.0018, -2.5180, 6.0836], [-6.5333, 3.6369, 2.1729], [-5.4565, 3.1548, 3.1252], [-5.3319, 1.7315, 3.1208], [-7.4961, 3.1925, 2.4271], [-6.6288, 4.7227, 2.2106], [-6.2940, 3.3530, 1.1450], [-5.7033, 3.4241, 4.1517], [-4.4959, 3.6085, 2.8732], [-5.1017, 1.4611, 2.2264], [-0.2738, 2.5646, 1.3574], [-1.6047, 2.8071, 0.6688], [-2.4220, 3.7250, 1.3782], [-0.4291, 2.1932, 2.3704], [0.3137, 1.8292, 0.8024], [0.3056, 3.4892, 1.4272], [-2.1769, 1.8811, 0.6163], [-1.4459, 3.1627, -0.3562], [-1.9615, 4.5683, 1.4364]],
  "lowdin_charge": [0.23, -0.38, 0.18, -0.07, -0.01, -0.18, 0.03, -0.02, -0.10, 0.09, -0.10, 0.21, 0.09, 0.14, 0.16, 0.11, 0.12, 0.12, 0.13, 0.18, -0.08, -0.32, -0.08, 0.08, 0.08, 0.06, 0.09, 0.09, 0.05, -0.08, -0.30, -0.11, 0.06, 0.08, 0.08, 0.10, 0.12, 0.09, -0.07, -0.31, -0.09, 0.06, 0.08, 0.08, 0.07, 0.12, 0.09, -0.08, -0.32, -0.10, 0.08, 0.05, 0.07, 0.12, 0.10, 0.05, -0.09, -0.33, -0.10, 0.08, 0.07, 0.07, 0.11, 0.11, 0.06, -0.08, -0.31, -0.12, 0.07, 0.08, 0.08, 0.11, 0.09, 0.08, -0.08, -0.30, -0.10, 0.07, 0.08, 0.07, 0.10, 0.08, 0.08, -0.09, -0.31, -0.09, 0.08, 0.08, 0.07, 0.11, 0.11, 0.09, -0.09, -0.32, -0.08, 0.07, 0.08, 0.06, 0.11, 0.11, 0.06, -0.09, -0.31, -0.09, 0.08, 0.07, 0.07, 0.11, 0.09, 0.08, -0.09, -0.32, -0.08, 0.08, 0.04, 0.08, 0.11, 0.11, 0.09]
}